The following is a quantum chemistry calculation of a cluster of 13 separate species, C26H78O26 in total in a non-equilibrium geometry, from the Open Molecules 2025 dataset.

Geometry (Å):
1 C -9.937 -9.921 6.499
2 C -9.726 -8.407 6.183
3 O -10.458 -7.469 6.980
4 O -9.373 -10.470 7.669
5 H -9.533 -10.431 5.625
6 H -11.014 -9.989 6.652
7 H -9.935 -8.147 5.145
8 H -8.672 -8.131 6.170
9 H -10.007 -6.622 6.994
10 H -9.934 -10.344 8.438
11 C -8.254 -13.294 -1.148
12 C -7.043 -13.049 -0.381
13 O -7.445 -12.447 0.862
14 O -9.184 -12.247 -1.098
15 H -8.683 -14.256 -0.868
16 H -7.990 -13.425 -2.198
17 H -6.460 -12.285 -0.895
18 H -6.341 -13.862 -0.195
19 H -8.310 -12.050 0.736
20 H -10.106 -12.491 -1.204
21 C -4.419 -12.906 -4.899
22 C -4.320 -11.762 -3.850
23 O -4.968 -10.591 -4.253
24 O -5.801 -13.320 -4.896
25 H -3.631 -13.629 -4.687
26 H -4.248 -12.655 -5.946
27 H -3.253 -11.586 -3.708
28 H -4.786 -12.098 -2.924
29 H -5.804 -10.972 -4.530
30 H -6.192 -12.784 -5.590
31 C -6.525 -7.164 2.864
32 C -6.811 -6.261 1.627
33 O -7.939 -5.459 1.840
34 O -7.646 -7.878 3.304
35 H -6.264 -6.514 3.699
36 H -5.679 -7.792 2.585
37 H -7.053 -7.024 0.886
38 H -5.992 -5.568 1.436
39 H -8.393 -5.306 1.008
40 H -8.428 -7.509 2.886
41 C -5.465 -8.060 7.396
42 C -4.886 -7.301 6.159
43 O -3.472 -7.397 6.152
44 O -4.782 -7.878 8.565
45 H -5.237 -9.111 7.220
46 H -6.508 -7.899 7.672
47 H -5.170 -6.249 6.122
48 H -5.350 -7.692 5.253
49 H -3.121 -7.660 5.298
50 H -3.859 -8.123 8.465
51 C -0.703 -8.463 2.422
52 C -2.202 -8.539 2.781
53 O -2.248 -8.600 4.172
54 O 0.249 -8.929 3.345
55 H -0.520 -7.406 2.230
56 H -0.331 -9.058 1.588
57 H -2.466 -9.551 2.475
58 H -2.932 -7.835 2.382
59 H -1.326 -8.705 4.415
60 H 0.304 -9.867 3.149
61 C -2.868 -4.860 3.358
62 C -1.534 -4.542 4.192
63 O -0.941 -3.381 3.549
64 O -2.608 -5.092 1.962
65 H -3.429 -3.926 3.322
66 H -3.573 -5.575 3.784
67 H -0.793 -5.337 4.114
68 H -1.771 -4.450 5.252
69 H -0.157 -3.101 4.026
70 H -2.639 -4.292 1.432
71 C -11.022 -9.929 1.081
72 C -9.754 -9.428 0.362
73 O -9.788 -9.300 -1.024
74 O -10.748 -11.222 1.413
75 H -12.007 -9.760 0.646
76 H -10.942 -9.425 2.045
77 H -8.848 -9.996 0.574
78 H -9.690 -8.400 0.719
79 H -9.590 -10.119 -1.484
80 H -11.556 -11.718 1.564
81 C -9.784 -15.581 2.340
82 C -8.292 -15.668 2.050
83 O -7.892 -16.298 0.858
84 O -10.081 -16.802 2.912
85 H -10.395 -15.512 1.439
86 H -10.070 -14.762 3.000
87 H -7.700 -16.106 2.854
88 H -7.935 -14.647 1.914
89 H -6.964 -16.523 0.760
90 H -9.782 -17.425 2.246
91 C -1.900 -13.214 3.612
92 C -2.118 -13.577 5.077
93 O -0.855 -13.659 5.658
94 O -1.400 -11.931 3.359
95 H -2.828 -13.044 3.066
96 H -1.245 -13.867 3.036
97 H -2.583 -14.558 5.174
98 H -2.730 -12.822 5.570
99 H -0.372 -12.917 5.288
100 H -0.937 -11.977 2.520
101 C -5.338 -11.090 3.656
102 C -6.795 -11.107 3.938
103 O -7.166 -12.389 3.662
104 O -4.958 -11.391 2.319
105 H -4.846 -11.865 4.243
106 H -4.955 -10.114 3.955
107 H -7.307 -10.374 3.314
108 H -7.083 -10.891 4.967
109 H -7.100 -12.645 2.739
110 H -5.778 -11.563 1.851
111 C -7.586 -15.035 8.003
112 C -7.101 -16.382 8.559
113 O -6.534 -16.237 9.819
114 O -8.907 -14.794 8.378
115 H -7.490 -15.045 6.917
116 H -6.963 -14.228 8.389
117 H -6.510 -16.999 7.882
118 H -7.953 -16.987 8.867
119 H -5.946 -16.984 9.947
120 H -9.157 -13.915 8.085
121 C -13.427 -12.763 3.586
122 C -12.529 -12.691 4.798
123 O -11.551 -11.737 4.652
124 O -12.779 -13.378 2.467
125 H -13.726 -11.741 3.355
126 H -14.346 -13.155 4.022
127 H -12.036 -13.654 4.936
128 H -12.994 -12.409 5.743
129 H -10.955 -11.979 3.939
130 H -12.999 -14.312 2.442

Summary:
- Energy above the lowest of the compared OMol25 structures with the same formula, charge and spin: 160.5 kcal per mole
- Frontier orbital gap: 9.096 eV
- Multiplicity: 1
- Charge: 0
- F_max: 0.0740 Eh/bohr
- E: -2993.23991 Eh



The following is a quantum chemistry calculation of a cluster of 11 separate species, C26H79N17O11 in total in a non-equilibrium geometry, from the Open Molecules 2025 dataset.

Geometry (Å):
1 C -3.441 3.501 -3.584
2 C -4.518 3.514 -4.670
3 C -5.838 4.096 -4.205
4 O -6.889 3.160 -4.142
5 C -8.151 3.712 -4.446
6 N -3.863 4.361 -5.697
7 H -2.523 3.022 -3.927
8 H -3.815 2.904 -2.752
9 H -3.178 4.475 -3.172
10 H -4.674 2.610 -5.258
11 H -6.182 4.863 -4.899
12 H -5.716 4.700 -3.306
13 H -8.811 2.874 -4.225
14 H -8.258 4.012 -5.489
15 H -8.523 4.598 -3.931
16 H -3.581 5.196 -5.205
17 H -3.030 3.924 -6.065
18 C -2.890 10.733 -2.733
19 C -2.009 9.542 -2.342
20 C -2.716 8.681 -1.289
21 O -1.795 7.576 -0.842
22 C -2.253 6.954 0.334
23 N -1.885 8.847 -3.643
24 H -3.796 10.427 -3.255
25 H -2.424 11.335 -3.512
26 H -3.160 11.375 -1.895
27 H -1.053 9.926 -1.986
28 H -3.645 8.238 -1.647
29 H -3.050 9.353 -0.498
30 H -1.622 6.154 0.722
31 H -3.240 6.606 0.029
32 H -2.398 7.736 1.079
33 H -1.362 8.006 -3.444
34 H -1.191 9.302 -4.219
35 C 4.089 -3.150 3.661
36 C 4.377 -4.181 4.739
37 C 3.329 -5.298 4.722
38 O 3.698 -6.337 5.663
39 C 2.652 -7.243 6.094
40 N 5.659 -4.767 4.395
41 H 3.188 -2.555 3.813
42 H 3.842 -3.633 2.715
43 H 4.956 -2.510 3.496
44 H 4.310 -3.581 5.646
45 H 3.070 -5.726 3.754
46 H 2.404 -4.872 5.109
47 H 2.363 -7.785 5.194
48 H 1.826 -6.679 6.528
49 H 2.950 -8.007 6.812
50 H 6.280 -3.973 4.330
51 H 5.615 -4.995 3.412
52 C 5.888 1.897 -1.340
53 C 5.999 3.399 -1.093
54 C 4.603 4.173 -0.936
55 O 3.832 3.872 -2.118
56 C 2.609 4.540 -1.990
57 N 6.798 3.570 0.133
58 H 5.620 1.637 -2.364
59 H 5.077 1.534 -0.708
60 H 6.767 1.403 -0.925
61 H 6.551 3.807 -1.940
62 H 4.800 5.244 -0.991
63 H 4.052 3.833 -0.060
64 H 1.969 4.516 -2.872
65 H 2.656 5.570 -1.638
66 H 2.023 4.061 -1.206
67 H 6.351 3.447 1.030
68 H 7.674 3.075 0.056
69 C -3.743 -6.788 2.653
70 C -2.777 -5.864 1.851
71 C -3.147 -5.848 0.394
72 O -2.821 -7.070 -0.290
73 C -3.043 -7.297 -1.697
74 N -2.917 -4.570 2.484
75 H -4.817 -6.628 2.557
76 H -3.554 -6.705 3.723
77 H -3.696 -7.852 2.420
78 H -1.734 -6.175 1.912
79 H -2.543 -5.062 -0.061
80 H -4.173 -5.507 0.259
81 H -3.141 -6.358 -2.241
82 H -3.950 -7.865 -1.905
83 H -2.138 -7.799 -2.038
84 H -3.901 -4.354 2.549
85 H -2.474 -4.637 3.389
86 C 4.455 3.110 4.815
87 O 5.359 3.737 4.395
88 N 4.632 2.317 5.799
89 N 3.213 3.114 4.367
90 H 3.910 1.897 6.366
91 H 5.534 2.400 6.245
92 H 2.729 2.281 4.671
93 H 2.912 3.706 3.606
94 C 0.026 0.219 0.754
95 O -0.544 1.049 1.361
96 N 0.848 0.417 -0.222
97 N -0.169 -1.126 0.770
98 H 0.987 1.354 -0.572
99 H 1.548 -0.297 -0.365
100 H 0.316 -1.685 0.082
101 H -0.787 -1.520 1.465
102 C -1.457 0.635 6.991
103 O -0.349 0.071 6.812
104 N -1.964 1.479 6.197
105 N -2.212 0.418 7.983
106 H -2.594 2.238 6.415
107 H -1.467 1.525 5.319
108 H -1.905 -0.222 8.701
109 H -3.005 1.041 8.044
110 C 1.978 -8.245 -0.252
111 O 3.177 -8.576 -0.213
112 N 0.913 -8.859 0.052
113 N 1.557 -7.065 -0.701
114 H -0.003 -8.475 -0.134
115 H 1.050 -9.815 0.347
116 H 0.594 -6.903 -0.958
117 H 2.163 -6.260 -0.770
118 C 3.937 -3.418 -3.537
119 O 3.313 -3.300 -2.462
120 N 5.163 -3.768 -3.624
121 N 3.278 -3.380 -4.701
122 H 5.563 -4.029 -4.513
123 H 5.581 -4.100 -2.766
124 H 2.273 -3.353 -4.602
125 H 3.679 -3.638 -5.591
126 C -2.765 -2.731 -4.805
127 O -1.691 -3.281 -4.773
128 N -3.546 -2.448 -5.796
129 N -3.329 -2.042 -3.868
130 H -3.330 -2.832 -6.705
131 H -4.450 -2.075 -5.546
132 H -2.625 -1.927 -3.153
133 H -4.321 -1.853 -3.897

Summary:
- Energy above the lowest of the compared OMol25 structures with the same formula, charge and spin: 208.7 kcal per mole
- Frontier orbital gap: 8.708 eV
- Multiplicity: 1
- Charge: 0
- F_max: 0.1424 Eh/bohr
- SMILES: COC[C@H](C)N.COC[C@H](C)N.COC[C@H](C)N.COC[C@H](C)N.COC[C@H](C)N.NC(N)=O.NC(N)=O.NC(N)=O.NC(N)=O.NC(N)=O.NC(N)=O
- E: -2796.36332 Eh



The following is a quantum chemistry calculation of a cluster of 12 separate species, C26H81N5O12 in total in a non-equilibrium geometry, from the Open Molecules 2025 dataset.

Geometry (Å):
1 O -1.853 -3.097 -1.375
2 H -2.559 -2.853 -0.777
3 H -2.024 -2.590 -2.168
4 O 1.645 0.123 4.851
5 H 2.428 -0.261 5.245
6 H 1.460 -0.432 4.093
7 O -1.254 4.821 0.736
8 H -0.822 4.005 0.482
9 H -1.278 4.792 1.692
10 O -0.735 4.680 3.474
11 H -0.474 3.783 3.682
12 H -0.480 5.189 4.243
13 C 3.666 -1.749 2.667
14 C 2.539 -1.481 1.662
15 O 1.323 -1.992 2.121
16 H 3.484 -1.246 3.617
17 H 4.590 -1.223 2.429
18 H 3.898 -2.814 2.641
19 H 2.798 -1.774 0.645
20 H 2.304 -0.431 1.487
21 H 1.248 -2.938 1.982
22 C -4.844 1.655 2.990
23 C -5.607 2.670 3.919
24 O -6.754 2.082 4.500
25 H -5.420 1.076 2.268
26 H -4.572 0.743 3.521
27 H -3.975 2.156 2.562
28 H -5.877 3.523 3.297
29 H -4.909 3.098 4.639
30 H -6.484 1.219 4.824
31 C -6.143 -0.820 -3.067
32 C -5.844 -2.270 -3.463
33 O -4.369 -2.474 -3.257
34 H -7.229 -0.741 -3.019
35 H -5.836 -0.046 -3.770
36 H -5.859 -0.492 -2.067
37 H -6.069 -2.650 -4.459
38 H -6.249 -2.871 -2.649
39 H -4.125 -3.178 -3.863
40 C 2.304 -4.556 -3.646
41 C 3.446 -3.499 -3.789
42 C 3.525 -2.370 -2.769
43 O 2.514 -1.368 -2.868
44 C 1.215 -1.506 -2.279
45 N 4.665 -4.341 -3.796
46 H 1.315 -4.107 -3.549
47 H 2.393 -5.129 -2.723
48 H 2.324 -5.305 -4.437
49 H 3.321 -3.022 -4.761
50 H 4.308 -1.652 -3.012
51 H 3.508 -2.674 -1.722
52 H 0.432 -1.830 -2.964
53 H 0.900 -0.491 -2.034
54 H 1.265 -2.047 -1.334
55 H 4.523 -5.339 -3.728
56 H 5.048 -4.236 -4.724
57 C 2.183 1.736 -3.451
58 C 2.900 1.625 -4.828
59 C 4.408 1.955 -4.747
60 O 4.612 3.325 -4.562
61 C 5.895 3.592 -4.028
62 N 2.450 0.397 -5.457
63 H 1.916 2.725 -3.077
64 H 2.753 1.262 -2.652
65 H 1.370 1.011 -3.476
66 H 2.502 2.480 -5.375
67 H 4.889 1.536 -5.630
68 H 4.776 1.254 -3.997
69 H 5.998 3.124 -3.049
70 H 6.088 4.620 -3.721
71 H 6.773 3.263 -4.584
72 H 2.591 -0.446 -4.919
73 H 3.017 0.244 -6.279
74 C -7.166 -2.470 4.314
75 C -5.649 -2.404 4.822
76 C -4.629 -2.383 3.731
77 O -3.338 -2.735 4.248
78 C -2.259 -2.572 3.334
79 N -5.590 -1.188 5.594
80 H -7.486 -1.474 4.009
81 H -7.743 -2.731 5.202
82 H -7.437 -3.178 3.530
83 H -5.313 -3.263 5.402
84 H -4.599 -1.450 3.168
85 H -4.987 -2.987 2.897
86 H -1.220 -2.651 3.654
87 H -2.345 -1.617 2.816
88 H -2.211 -3.314 2.537
89 H -4.703 -1.050 6.057
90 H -6.339 -1.019 6.250
91 C 3.968 4.171 0.300
92 C 3.887 2.660 0.304
93 C 5.276 2.042 0.288
94 O 5.157 0.634 0.177
95 C 5.180 0.112 -1.089
96 N 3.191 2.231 1.505
97 H 2.987 4.635 0.202
98 H 4.646 4.422 -0.516
99 H 4.286 4.579 1.259
100 H 3.318 2.241 -0.526
101 H 5.985 2.364 1.050
102 H 5.722 2.444 -0.622
103 H 6.108 0.253 -1.642
104 H 4.353 0.340 -1.761
105 H 4.949 -0.896 -0.747
106 H 3.126 1.234 1.650
107 H 3.663 2.664 2.286
108 C -0.389 0.842 1.976
109 C -0.339 1.124 0.462
110 C -1.821 1.290 -0.211
111 O -2.542 0.079 0.230
112 C -3.924 0.011 -0.138
113 N 0.392 2.388 0.242
114 H 0.600 0.731 2.421
115 H -1.054 -0.008 2.127
116 H -0.849 1.720 2.430
117 H 0.211 0.389 -0.125
118 H -1.774 1.523 -1.275
119 H -2.249 2.181 0.248
120 H -4.257 -0.931 0.298
121 H -4.057 0.015 -1.220
122 H -4.494 0.812 0.334
123 H 1.182 2.273 0.861
124 H 0.714 2.490 -0.709

Summary:
- Energy above the lowest of the compared OMol25 structures with the same formula, charge and spin: 52.4 kcal per mole
- Frontier orbital gap: 9.377 eV
- Multiplicity: 1
- Charge: 0
- F_max: 0.0665 Eh/bohr
- SMILES: COC[C@H](C)N.COC[C@H](C)N.COC[C@H](C)N.COC[C@H](C)N.COC[C@H](C)N.CCO.CCO.CCO.O.O.O.O
- E: -2215.60101 Eh